# 1
65
Properties=species:S:1:pos:R:3:forces:R:3 method="wB97M-V/def2-TZVPD" max_force_ha_per_bohr=0.0171 mol_weight_g_mol=460.531 e_homo_ev=-7.85 spin_multiplicity=1 lumo_ev=0.610 gap_ev=8.46
C 0.689869 -1.474267 5.977337 0.261 -0.089 0.026
O -0.603255 -0.951378 5.792835 -0.328 0.194 -0.228
C -0.889191 -0.324350 4.630222 -0.107 0.076 -0.016
C 0.013406 -0.098907 3.608675 0.028 -0.118 0.163
C -0.394260 0.549298 2.444339 -0.832 0.261 0.107
N 0.488309 0.809781 1.424200 0.327 0.051 0.083
C 0.133925 1.315500 0.208523 0.419 -0.008 0.367
O 0.963555 1.440007 -0.678007 0.234 0.040 -0.268
N -1.177704 1.704833 0.070573 -0.112 -0.023 -0.149
C -1.612052 2.318640 -1.181414 -0.263 0.264 -0.290
C -2.647376 1.475605 -1.939756 0.135 -0.084 -0.099
C -2.075810 0.572848 -3.035125 0.083 -0.017 0.195
C -0.960323 -0.370504 -2.587543 -0.252 0.013 -0.202
C -1.399938 -1.405493 -1.543722 0.066 0.159 0.092
C -0.256663 -1.782253 -0.620813 -0.340 -0.185 -0.250
O -0.350692 -1.716943 0.595205 -0.130 0.035 0.327
N 0.866732 -2.191958 -1.238255 0.243 -0.151 -0.258
C 2.078957 -2.442841 -0.500160 0.155 0.150 0.273
C 3.112961 -1.322493 -0.664146 -0.046 -0.281 -0.083
C 3.743924 -1.286071 -2.066786 0.015 -0.128 0.194
N 3.122281 -0.326410 -2.941685 0.093 0.105 0.110
C 3.493443 1.070203 -2.920018 0.150 0.286 0.023
C 2.386577 1.744778 -3.734574 0.020 0.034 -0.037
C 1.882283 0.628075 -4.645145 -0.054 0.054 0.028
C 2.189647 -0.630766 -3.855925 -0.095 0.249 -0.215
O 1.696409 -1.735112 -4.011175 -0.147 -0.487 -0.165
C -2.136926 1.637956 1.082735 0.008 -0.023 0.270
O -3.244381 2.107316 0.909282 -0.052 0.012 -0.033
C -1.708551 0.979975 2.308130 0.427 -0.236 0.217
C -2.622519 0.764838 3.347615 0.091 -0.130 0.207
C -2.234105 0.123949 4.500411 -0.046 0.042 -0.065
O -3.036001 -0.136051 5.566552 0.313 -0.099 0.002
C -4.385237 0.255657 5.485244 -0.168 0.057 -0.013
H 0.673364 -1.959251 6.951874 0.046 0.027 -0.081
H 1.446967 -0.683043 5.980733 -0.039 -0.027 -0.017
H 0.936434 -2.212751 5.208179 -0.014 0.034 0.017
H 1.034507 -0.435618 3.684000 0.117 -0.070 0.073
H 1.423057 0.430739 1.487318 -0.173 0.094 -0.193
H -2.062731 3.279364 -0.916930 0.117 -0.105 -0.055
H -0.722230 2.492713 -1.786712 -0.070 0.017 0.099
H -3.212001 0.886721 -1.218351 -0.088 0.074 -0.021
H -3.358663 2.158062 -2.408064 -0.070 -0.010 0.078
H -1.680720 1.206532 -3.834162 -0.033 -0.010 -0.096
H -2.897631 -0.011207 -3.456318 -0.026 0.023 -0.119
H -0.580299 -0.891229 -3.467769 0.094 0.043 0.030
H -0.140754 0.223001 -2.182540 0.080 -0.007 -0.056
H -2.196217 -1.011639 -0.911426 0.049 -0.091 0.042
H -1.774901 -2.306064 -2.034108 -0.044 -0.019 0.011
H 0.938419 -2.181472 -2.249507 -0.104 0.033 -0.036
H 1.787617 -2.524734 0.551088 0.092 -0.092 -0.167
H 2.509928 -3.395735 -0.823933 -0.008 0.029 0.075
H 3.897225 -1.467370 0.080502 0.049 -0.004 0.045
H 2.626734 -0.362515 -0.478271 0.046 0.042 0.079
H 3.653117 -2.266861 -2.542728 0.105 0.066 0.021
H 4.805585 -1.029818 -1.994755 -0.066 -0.049 -0.064
H 4.483794 1.202925 -3.376547 -0.039 0.019 0.074
H 3.523245 1.441634 -1.894246 0.028 0.001 -0.013
H 1.594930 2.056883 -3.054710 -0.008 0.018 0.012
H 2.745847 2.613198 -4.282415 0.004 0.029 0.033
H 2.441409 0.582641 -5.582919 -0.020 -0.049 -0.027
H 0.823669 0.699292 -4.883856 -0.014 -0.091 -0.016
H -3.629631 1.115911 3.193780 -0.117 0.019 0.049
H -4.837553 -0.055436 6.425410 -0.014 0.043 -0.082
H -4.482833 1.340523 5.376018 0.005 -0.031 -0.014
H -4.896976 -0.238857 4.653739 0.018 0.023 0.008

# 2
13
Properties=species:S:1:pos:R:3:forces:R:3 method="wB97M-V/def2-TZVPD" max_force_ha_per_bohr=0.1080 mol_weight_g_mol=148.107 e_homo_ev="-7.84 / -7.84" spin_multiplicity=1 lumo_ev="-0.151 / -0.150" gap_ev="7.69 / 7.69"
C -1.569662 -1.127161 -1.113509 -0.728 -1.144 -0.836
C -0.489098 -0.974654 -0.315252 -0.213 5.100 1.679
C -2.641996 -0.216087 -1.086906 0.414 0.947 -0.478
C -0.769773 0.928915 0.308303 -0.028 -5.269 -1.750
P 2.192312 0.618997 0.954824 0.967 0.093 -1.829
P 0.495651 2.003885 0.947780 -0.056 1.036 -0.845
S -2.299026 1.234150 -0.264576 0.616 -0.612 -0.288
H -1.747785 -1.923426 -1.888958 0.584 0.326 1.260
H 0.434373 -1.439620 0.067015 -0.920 0.139 -0.881
H -3.488039 -0.266646 -1.794896 0.452 0.131 0.863
H 1.417598 -0.261480 1.626127 -0.496 -1.246 0.879
H 2.787279 1.123300 2.105585 0.080 0.374 0.463
H 0.409452 1.663905 2.247638 -0.672 0.124 1.763

# 3
41
Properties=species:S:1:pos:R:3:forces:R:3 method="wB97M-V/def2-TZVPD" max_force_ha_per_bohr=0.0639 mol_weight_g_mol=413.426 e_homo_ev=-6.98 spin_multiplicity=1 lumo_ev=-2.121 gap_ev=4.86
C -0.425308 -0.796158 6.108519 -0.295 0.464 0.404
C -1.150696 -0.581713 5.170270 0.390 0.228 -0.921
C -1.740316 -0.223507 3.881309 -0.352 -0.254 -1.624
C -2.911555 0.637573 3.836834 -0.281 0.204 -1.918
C -3.554986 1.090431 2.602346 2.016 -1.485 0.233
C -3.025718 0.675908 1.327820 2.120 -1.533 1.615
C -1.842936 -0.195966 1.332829 1.310 0.963 1.932
C -1.153906 -0.696342 2.612862 -1.757 2.673 -0.748
C 0.120984 -1.633947 2.457972 0.461 1.609 -1.666
O 0.391053 -2.540885 3.199075 -0.586 0.055 0.460
C 1.007557 -1.262797 1.252607 -1.296 0.557 -0.525
C 2.413386 -1.371145 1.304856 -0.492 0.140 -0.724
C 3.156978 -0.966280 0.176764 -0.807 -0.058 0.093
C 2.530169 -0.459438 -0.997069 0.341 0.389 0.120
C 3.433427 -0.005195 -2.155901 1.354 -0.628 -2.088
O 3.962634 1.105926 -2.219714 -0.642 0.531 1.461
O 3.600605 -0.894168 -3.035189 -0.991 -0.499 1.007
C 1.117689 -0.374707 -1.105900 -0.165 -1.017 2.053
N 0.378290 0.114114 -2.228064 1.095 0.170 -0.462
C 0.266871 1.569356 -2.270656 -1.169 1.412 0.051
C -1.194491 2.099528 -2.389002 0.455 -1.585 -0.191
O 1.166788 2.346312 -2.182498 0.261 -0.490 0.260
C 0.732783 -0.502682 -3.498468 0.661 0.692 -2.161
C 1.363938 0.418949 -4.578231 0.015 0.786 0.732
O 0.524605 -1.650137 -3.762862 -0.301 -0.170 1.101
C 0.363904 -0.781576 0.034624 0.120 0.046 0.340
C -1.159803 -0.662744 -0.020195 0.242 0.553 1.587
O -1.888032 -0.870639 -0.956553 -0.039 -0.236 0.006
H 0.155669 -0.814104 7.022659 -0.334 -0.277 -0.620
H -3.358839 1.016500 4.766219 0.462 -0.378 -0.333
H -4.421572 1.762760 2.613504 0.449 -0.355 0.270
H -3.427167 0.995395 0.354617 0.133 -0.190 0.620
H 2.890123 -1.743070 2.221658 -0.191 0.167 -0.518
H 4.253171 -1.040877 0.194264 -0.589 0.161 -0.059
H -1.672105 1.475774 -3.176531 0.014 0.600 0.384
H -1.713084 1.832296 -1.444130 0.215 0.324 -0.490
H -1.229215 3.176133 -2.601749 0.108 -0.503 0.120
H 2.222457 0.979412 -4.148002 -0.493 -0.422 -0.167
H 0.643219 1.205748 -4.905343 0.265 -0.596 0.090
H 1.738019 -0.160499 -5.434490 -0.464 0.040 0.491
K -2.732755 -2.493992 1.794132 -1.238 -2.089 -0.215